No. 1
A structure of composition C28H71ClN5O13. Source: the OMol25 dataset; level of theory: ωB97M-V/def2-TZVPD.

Last column: Mulliken charge in e.
Positions of all 118 atoms, in Å:
Cl: -0.9848 0.0569 0.9507  0.692
O: -2.2144 0.8265 0.6864  0.011
O: -1.1861 -0.8198 2.1374  -0.802
O: -0.7559 -0.9321 -0.1267  0.287
O: 0.1690 0.8502 1.1937  -0.362
C: -2.2699 2.8080 3.6491  -0.525
O: -2.4067 3.9836 2.8565  -0.423
C: -3.5127 3.8751 1.8527  -1.390
C: -3.3343 2.8129 0.7897  -0.105
N: -2.3699 3.0765 -0.2633  0.762
C: -1.0745 3.5001 0.2261  -0.148
C: -0.1578 3.6582 -1.0073  0.706
O: 0.1410 4.9953 -1.3578  -0.636
C: -1.0134 5.7514 -1.7638  -0.700
H: -3.2177 2.2806 3.7569  0.342
H: -1.7944 3.1587 4.5651  0.287
H: -1.7096 2.0905 3.0497  0.111
H: -3.7599 4.7649 1.2736  0.458
H: -4.4461 3.7295 2.3964  0.495
H: -4.2373 2.8352 0.1797  0.465
H: -3.2084 1.8300 1.2438  0.243
H: -2.1219 2.2304 -0.7559  -0.860
H: -0.6625 2.8669 1.0118  -0.302
H: -1.1115 4.4170 0.8144  1.120
H: -0.5607 3.2788 -1.9463  0.696
H: 0.7468 3.1016 -0.7625  -1.138
H: -0.6754 6.7699 -1.9549  0.339
H: -1.7754 5.8719 -0.9937  0.195
H: -1.4889 5.4729 -2.7042  0.260
C: -3.5293 2.0007 -1.9442  0.527
O: -4.5667 1.1000 -2.2300  -0.521
C: -4.6574 0.1464 -1.1827  -1.093
C: -3.4584 -0.7816 -0.8493  1.249
N: -3.3012 -1.8548 -1.8734  -0.342
C: -2.1102 -2.5827 -1.7253  -0.163
C: -1.0688 -2.3698 -2.7313  1.568
O: -1.5563 -2.2697 -4.0796  -0.486
C: -0.5569 -1.8845 -4.9683  -0.782
H: -3.4111 2.3900 -0.9330  -0.016
H: -3.7072 2.8027 -2.6606  0.325
H: -2.5843 1.5454 -2.2404  -0.376
H: -5.4734 -0.4907 -1.5238  0.542
H: -5.1110 0.5539 -0.2792  0.308
H: -3.6460 -1.2276 0.1274  0.431
H: -2.5407 -0.2140 -0.6949  -0.920
H: -3.2440 -1.4099 -2.7783  0.465
H: -2.4031 -3.6322 -1.7573  0.556
H: -1.7893 -2.6762 -0.6878  -1.012
H: -0.2504 -3.0689 -2.5594  -0.039
H: -0.5653 -1.4197 -2.5530  -0.923
H: 0.2142 -2.6150 -5.2130  0.277
H: -0.0631 -0.9300 -4.7860  0.226
H: -1.0986 -1.7200 -5.8997  0.342
C: 1.4156 -2.8331 -1.7456  -1.663
O: 2.2968 -2.7905 -0.6232  -0.429
C: 2.8657 -1.5843 -0.4627  -0.388
C: 3.7135 -1.6413 0.8264  -2.124
N: 3.0160 -1.8420 2.1219  -0.054
C: 1.8808 -0.8975 2.1489  -0.124
C: 1.3275 -0.9959 3.5985  -1.194
O: 1.1401 -2.3680 3.8654  -0.237
C: 0.2209 -2.4759 4.9191  -0.946
H: 0.5795 -2.1342 -1.7241  0.289
H: 0.9176 -3.7977 -1.8434  0.506
H: 1.9236 -2.7333 -2.7048  0.397
H: 2.2426 -0.6908 -0.4263  0.419
H: 3.5634 -1.4126 -1.2824  1.710
H: 4.5725 -0.9703 0.8196  0.646
H: 4.2903 -2.5646 0.8812  0.447
H: 3.6799 -1.3970 2.7395  0.504
H: 1.0128 -1.1914 1.5588  -0.550
H: 2.1258 0.1430 1.9360  0.679
H: 0.3903 -0.4393 3.5956  0.368
H: 1.8541 -0.4523 4.3829  0.476
H: 0.3825 -3.3797 5.5065  0.141
H: -0.8022 -2.6411 4.5814  0.189
H: 0.4326 -1.6777 5.6305  0.522
C: 5.0377 4.3148 -1.3997  -0.878
O: 4.5641 3.1334 -0.7175  -0.292
C: 4.9567 2.0234 -1.5302  -0.899
C: 4.2109 0.7603 -0.9314  -1.024
N: 2.8524 0.5057 -1.4558  -0.095
C: 1.9230 1.4776 -0.8902  -2.599
C: 0.4641 1.3190 -1.3587  1.022
O: 0.2142 1.9409 -2.5858  -0.561
C: -0.9698 1.4722 -3.2071  -0.074
H: 4.6390 5.1211 -0.7840  0.270
H: 4.5467 4.3622 -2.3717  0.336
H: 6.1256 4.3169 -1.4668  0.323
H: 6.0215 1.7931 -1.5647  0.538
H: 4.6708 2.1634 -2.5726  0.347
H: 4.3228 0.7233 0.1522  0.274
H: 4.8111 -0.1315 -1.1120  0.772
H: 2.9082 0.6937 -2.4466  0.394
H: 2.3076 2.4723 -1.1154  1.411
H: 1.9529 1.3322 0.1896  -0.070
H: -0.2518 1.5362 -0.5661  -0.289
H: 0.3427 0.2358 -1.3653  -0.407
H: -1.2415 2.1921 -3.9792  0.369
H: -1.8253 1.4894 -2.5319  -0.274
H: -0.8200 0.4635 -3.5919  -0.469
C: -1.3542 -3.4103 0.9201  -1.219
C: -0.2034 -3.3476 1.9401  1.667
C: 0.0943 -4.5921 2.8702  -1.788
O: 1.4805 -4.4682 3.3679  -0.099
C: 1.8458 -5.7699 3.9144  -1.073
N: 0.9797 -2.9522 1.2218  0.279
H: -2.3097 -3.4939 1.4378  0.383
H: -1.3395 -4.1594 0.1285  0.388
H: -1.4455 -2.4136 0.4883  0.494
H: -0.4310 -2.4716 2.5475  -0.090
H: 0.1254 -5.4474 2.1952  0.694
H: -0.7262 -4.7778 3.5634  0.351
H: 1.2037 -6.4819 4.4329  0.366
H: 2.6381 -5.6739 4.6568  0.270
H: 2.2918 -6.2975 3.0713  0.326
H: 0.9328 -3.6269 0.4717  0.494
H: 0.8836 -2.0920 0.7012  -0.376

Cartesian forces (eV/Å) of the 6 atoms listed first:
Cl -1.34 -4.47 2.69
O 4.32 -2.56 0.93
O -0.90 2.69 -1.32
O 0.55 2.81 0.33
O -0.74 0.77 0.31
C -0.13 0.24 -1.50

The value obtained for the gap between HOMO and LUMO is 0.27313 Eh. The HOMO energy is -0.179 Ha. For the energy above the lowest of the compared OMol25 structures with the same formula, charge and spin, the calculation gives 457.0 kcal/mol. Its total charge is -1. The value obtained for the total energy is -2820.38863 Ha.

No. 2
A cluster of 6 separate species, C28H72N4O11 in total. Source: the OMol25 dataset; level of theory: ωB97M-V/def2-TZVPD.

Last column: Mulliken charge in e.
Positions of all 115 atoms, in Å:
C: -1.2649 2.5823 -6.4519  -0.965
O: -1.2378 1.7353 -5.3154  -0.275
C: -2.4212 0.9882 -5.1756  -1.049
C: -2.4433 0.1704 -3.9068  -0.511
N: -1.1392 0.1250 -3.4031  -0.086
C: -1.1065 -0.4894 -2.1335  0.123
C: 0.2943 -0.5263 -1.6316  0.608
O: 0.6742 -0.6687 -0.4438  0.507
C: 0.0205 -1.7456 0.1804  -0.535
H: -1.9483 3.3700 -6.3508  0.335
H: -1.4134 2.0854 -7.4037  0.366
H: -0.3246 3.1246 -6.6196  0.289
H: -2.5591 0.4002 -6.0596  0.662
H: -3.2515 1.6647 -5.1597  0.397
H: -2.7218 -0.8897 -4.0626  0.517
H: -3.1494 0.5280 -3.1267  0.038
H: -0.7419 1.0598 -3.4837  0.121
H: -1.4856 -1.5126 -2.0620  0.690
H: -1.7683 0.0727 -1.4815  -0.385
H: 0.7641 0.4543 -1.7386  -1.202
H: 0.8314 -1.2684 -2.2609  0.238
H: 0.3791 -1.9009 1.1912  -0.481
H: 0.0540 -2.6649 -0.3979  0.590
H: -1.0425 -1.5154 0.2979  0.507
C: 3.9386 3.7544 2.0285  -0.917
O: 3.0858 3.2188 1.1105  -0.265
C: 1.8982 2.8020 1.7595  -0.712
C: 0.9723 2.2677 0.6981  0.948
N: 0.6516 3.4399 -0.0968  -0.351
C: -0.2460 3.1121 -1.1995  1.497
C: -0.6371 4.3528 -1.9338  -1.050
O: -1.2678 4.2937 -3.0033  -0.306
C: -2.4544 3.5280 -3.0719  -0.154
H: 4.8559 4.0028 1.4745  0.285
H: 4.2595 3.0497 2.7682  0.301
H: 3.4652 4.6298 2.4872  0.318
H: 1.4492 3.5452 2.4221  0.709
H: 1.9388 1.9233 2.4570  -0.110
H: 0.0533 1.8127 1.1396  -0.657
H: 1.4799 1.5730 0.0202  0.095
H: 1.5364 3.7581 -0.4783  0.410
H: -1.0828 2.5731 -0.8196  -0.938
H: 0.2937 2.4276 -1.9004  -0.293
H: 0.2496 4.9345 -2.1163  0.226
H: -1.2434 4.8499 -1.1681  0.444
H: -2.2629 2.4810 -2.8822  -0.097
H: -2.9257 3.6126 -4.0591  0.197
H: -3.1933 3.8972 -2.3568  0.344
C: -3.9976 -1.8611 -0.5275  -0.632
O: -3.1452 -2.7873 0.1400  -0.400
C: -3.2783 -2.7673 1.4989  0.137
C: -2.6503 -3.9763 2.1696  -0.955
N: -1.2838 -3.6911 1.9664  -0.101
C: -0.4336 -4.7936 2.2916  -1.233
C: 1.0726 -4.5638 1.8395  -0.089
O: 1.8841 -5.4734 2.0447  -0.490
C: 2.0672 -5.5850 3.4851  -0.840
H: -3.7942 -1.9975 -1.5962  0.195
H: -3.7776 -0.8187 -0.3864  0.172
H: -5.0508 -2.0144 -0.3207  0.493
H: -4.3263 -2.7562 1.8175  0.766
H: -2.8534 -1.8252 1.8402  -0.532
H: -3.0698 -4.8276 1.5995  0.392
H: -2.9900 -4.0308 3.1950  0.516
H: -1.2324 -3.5113 0.9815  0.129
H: -0.7675 -5.7304 1.7986  0.393
H: -0.5479 -5.0602 3.3228  0.715
H: 1.4618 -3.5951 2.1074  0.232
H: 0.9156 -4.4177 0.7662  0.283
H: 2.9910 -6.1300 3.6509  0.305
H: 1.2153 -6.2216 3.7182  0.396
H: 2.1116 -4.7220 4.1975  0.259
C: 3.5226 0.0287 4.0163  -0.619
O: 3.3876 -1.0815 3.1602  -0.526
C: 2.8519 -0.8162 1.8730  1.080
C: 3.8268 -0.0048 1.0805  -0.337
N: 3.4893 -0.0997 -0.3139  -0.091
C: 4.2625 0.8446 -1.1068  -0.257
C: 3.8413 0.5003 -2.5290  -0.898
O: 2.6780 0.7602 -2.8684  0.060
C: 2.3581 0.1653 -4.0901  -0.793
H: 3.7887 -0.4429 4.9821  0.314
H: 2.5507 0.5894 4.2571  0.115
H: 4.2461 0.7390 3.6694  0.325
H: 1.8375 -0.3478 1.9060  -0.802
H: 2.7313 -1.8007 1.4404  0.377
H: 4.8115 -0.4314 1.2691  0.614
H: 3.8024 1.0027 1.4845  -0.272
H: 2.5228 0.1787 -0.3507  -0.673
H: 5.3807 0.7372 -1.1085  0.469
H: 3.9628 1.8250 -0.8259  0.095
H: 4.0068 -0.6217 -2.6360  0.400
H: 4.5624 0.9871 -3.2603  0.334
H: 1.4157 0.5454 -4.3942  -0.007
H: 2.2779 -0.9060 -4.0334  0.415
H: 3.0693 0.4176 -4.8854  0.405
O: -3.6504 1.8204 -0.2538  -0.605
C: -2.8498 1.5525 0.8603  0.142
C: -3.6775 1.1724 1.9829  -0.658
O: -4.9559 1.7950 1.9041  -0.685
H: -4.1088 2.6110 0.0168  0.518
H: -2.0912 0.7290 0.6527  -0.723
H: -2.3702 2.4797 1.0873  0.958
H: -3.2174 1.4489 2.9158  0.380
H: -3.7602 0.1082 2.0219  0.171
H: -5.4728 1.2558 1.3026  0.384
C: -0.4563 -0.2322 3.2463  0.476
C: -0.0569 -1.3992 4.0484  -0.409
O: -1.0619 -2.2616 4.3061  -0.642
H: -1.2914 0.2407 3.7906  0.363
H: -0.7944 -0.5081 2.2193  -0.387
H: 0.3932 0.3859 3.2422  -0.165
H: 0.3099 -1.0759 5.0116  0.527
H: 0.6995 -1.9121 3.4823  0.035
H: -1.1056 -2.8403 3.5463  0.054

Cartesian forces (eV/Å) of the 6 atoms listed first:
C 1.48 -0.23 -0.18
O 0.67 0.49 -0.45
C -0.60 0.38 -0.49
C -0.70 -1.10 0.03
N 1.41 -0.37 -0.57
C -0.42 0.14 1.85

The value obtained for the gap between HOMO and LUMO is 0.32957 Eh. The HOMO energy is -0.311 Ha. As for the SMILES: COCCNCCOC.COCCNCCOC.COCCNCCOC.COCCNCCOC.OCCO.CCO. For the energy above the lowest of the compared OMol25 structures with the same formula, charge and spin, the calculation gives 0.0 kcal/mol. Its total charge is 0. The value obtained for the total energy is -2156.24700 Ha.